{
  "formula": "C5H8BrN2",
  "method": "ωB97M-V/def2-TZVPD",
  "symbols": ["C", "C", "C", "C", "C", "N", "N", "Br", "H", "H", "H", "H", "H", "H", "H", "H"],
  "coordinates": [[2.335, -1.160, -0.949], [-1.214, 0.818, 1.685], [1.355, -1.290, -0.052], [-0.343, -0.109, 1.485], [0.421, 0.806, -0.378], [0.571, -0.147, 0.390], [0.267, 1.753, -1.011], [-2.713, 0.076, -1.521], [2.894, -2.130, -1.138], [2.727, -0.271, -1.274], [-1.863, 0.598, 2.511], [-1.506, 1.755, 1.155], [1.214, -2.188, 0.519], [-0.180, -0.960, 2.195], [-0.028, 2.402, -1.656], [-3.938, 0.048, -1.962]],
  "forces_ev_per_a": [[-0.52, -3.89, 1.90], [-2.27, 1.85, 0.43], [1.27, 0.56, -0.30], [1.39, -2.55, 1.27], [-0.09, 2.88, -2.53], [0.55, -2.47, 1.10], [0.93, -1.23, 1.33], [3.81, 0.06, 1.37], [-0.68, 1.56, -0.04], [0.61, 2.02, -1.20], [-0.13, 0.24, 0.47], [0.72, -1.10, 0.11], [-0.62, -0.18, -0.03], [-0.30, 0.85, -0.90], [-0.79, 1.48, -1.58], [-3.88, -0.08, -1.41]],
  "mulliken_charge": [-0.80, -0.88, 0.09, 0.08, 0.31, 0.12, 0.01, -0.20, 0.24, 0.31, 0.25, 0.29, 0.35, 0.30, 0.29, 0.24],
  "lumo_ev": -3.714,
  "relative_energy_kj_mol": 440.8,
  "charge": 1
}

---

{
  "formula": "C5H8CdO3",
  "method": "ωB97M-V/def2-TZVPD",
  "symbols": ["O", "C", "C", "H", "H", "H", "H", "O", "O", "C", "C", "C", "H", "H", "H", "H", "Cd"],
  "coordinates": [[-1.946, 0.078, 0.063], [-3.135, 0.467, -0.014], [-4.184, -0.068, 0.909], [-3.517, 0.764, -1.015], [-5.083, 0.561, 0.822], [-4.477, -1.083, 0.593], [-3.840, -0.088, 1.951], [1.395, -0.272, 0.071], [0.835, 1.850, -0.339], [2.847, 0.041, 0.093], [3.541, -1.004, -0.764], [0.445, 0.648, -0.165], [3.135, -0.134, 1.144], [4.632, -0.894, -0.666], [3.285, -2.037, -0.463], [3.295, -0.903, -1.832], [2.772, 2.073, -0.388]],
  "forces_ev_per_a": [[-4.30, 1.56, 0.10], [3.07, -3.77, -0.96], [-0.68, 0.98, 0.65], [0.21, 0.86, 0.35], [0.11, -0.23, 0.24], [0.34, 0.34, -0.01], [-0.08, -0.11, -0.29], [1.57, -0.35, 0.07], [-3.21, 0.52, -0.11], [0.02, -2.30, 0.89], [0.26, -0.02, -0.36], [0.36, 0.72, -0.23], [-0.10, 0.40, -0.39], [-0.28, -0.01, -0.04], [-0.06, 0.46, -0.02], [0.03, -0.03, 0.32], [2.74, 0.97, -0.21]],
  "mulliken_charge": [-0.34, 0.11, -0.88, 0.28, 0.31, 0.25, 0.28, -0.16, -0.45, -0.06, -0.95, -0.15, 0.51, 0.32, 0.26, 0.30, 0.36],
  "lumo_ev": [-1.543, -1.543]
}

---

{
  "formula": "C5H8Cl2",
  "method": "ωB97M-V/def2-TZVPD",
  "symbols": ["C", "C", "C", "C", "Cl", "C", "Cl", "H", "H", "H", "H", "H", "H", "H", "H"],
  "coordinates": [[-1.476, -1.556, 0.499], [-0.226, -1.112, 0.430], [-0.013, 0.520, 0.055], [0.019, 0.611, -1.433], [-1.398, 1.397, 0.737], [1.226, 1.148, 0.733], [2.686, 0.101, 0.606], [-1.510, -2.637, 0.637], [-2.470, -1.167, 0.561], [0.639, -1.727, 0.343], [0.277, -0.386, -1.606], [0.826, 1.421, -1.791], [-0.950, 0.809, -1.771], [1.471, 1.991, 0.202], [1.123, 1.412, 1.790]],
  "forces_ev_per_a": [[1.16, -2.42, 0.73], [-1.68, 4.25, -1.00], [0.42, -2.28, 2.68], [2.74, 2.23, 0.32], [-0.36, 0.53, 0.16], [-0.45, -1.99, 1.04], [-0.11, -0.01, -0.07], [-0.13, -0.08, -0.14], [0.11, 1.16, -0.16], [0.43, -0.36, 0.15], [0.82, -1.20, -1.84], [-1.93, -1.95, 0.49], [-1.29, 0.34, -0.91], [0.55, 2.17, -1.14], [-0.29, -0.39, -0.31]],
  "mulliken_charge": [-0.77, -0.40, 0.89, -1.26, -0.21, -0.87, -0.21, 0.24, 0.30, 0.40, 0.41, 0.26, 0.41, 0.42, 0.40],
  "lumo_ev": 0.875,
  "relative_energy_kj_mol": 181.7,
  "smiles": "C=C[C@@](C)(Cl)CCl"
}

---

{
  "formula": "C5H8Cl2IrO2S2",
  "method": "ωB97M-V/def2-TZVPD",
  "symbols": ["Ir", "Cl", "C", "Cl", "H", "H", "C", "O", "C", "S", "S", "H", "H", "H", "C", "C", "O", "H", "H", "H"],
  "coordinates": [[0.551, 1.582, 0.879], [-0.866, -1.787, 1.395], [-1.914, -0.546, 2.034], [-0.995, 0.894, 2.634], [-2.449, -0.920, 2.899], [-2.580, -0.187, 1.259], [0.906, 4.467, -3.052], [-0.125, 3.601, -2.498], [0.186, 2.791, -1.552], [-0.954, 1.758, -0.851], [1.725, 2.617, -0.827], [0.414, 5.014, -3.846], [1.716, 3.856, -3.444], [1.260, 5.136, -2.272], [2.690, -0.739, 1.539], [1.985, 0.546, 1.624], [2.091, 1.517, 2.371], [3.668, -0.662, 2.012], [2.763, -1.054, 0.501], [2.082, -1.472, 2.075]],
  "forces_ev_per_a": [[-0.28, 0.32, -0.23], [0.01, 0.02, 0.01], [-0.03, -0.01, 0.02], [0.09, -0.09, -0.08], [-0.02, 0.02, 0.00], [-0.01, 0.00, 0.01], [0.00, -0.01, 0.02], [-0.06, -0.14, 0.00], [0.82, 0.31, -0.27], [-0.54, -0.46, 0.46], [-0.08, 0.10, 0.09], [0.00, 0.01, 0.00], [0.00, 0.00, 0.00], [0.01, 0.01, -0.01], [0.05, 0.05, -0.02], [-0.03, 0.92, 0.55], [0.08, -1.04, -0.52], [0.01, -0.01, -0.01], [0.01, -0.01, 0.01], [-0.01, 0.00, 0.00]],
  "mulliken_charge": [0.60, -0.08, -0.32, -0.10, 0.35, 0.30, -0.75, -0.25, 0.58, -0.26, -0.26, 0.24, 0.38, 0.39, -0.88, 0.56, -0.39, 0.36, 0.30, 0.23],
  "lumo_ev": -3.922,
  "relative_energy_kj_mol": 8.6,
  "charge": 1
}

---

{
  "formula": "C5H8Cl2N2O2S",
  "method": "ωB97M-V/def2-TZVPD",
  "symbols": ["C", "C", "N", "C", "C", "S", "O", "O", "Cl", "C", "Cl", "N", "H", "H", "H", "H", "H", "H", "H", "H"],
  "coordinates": [[-1.641, -1.141, 0.876], [-2.005, 0.215, 0.339], [-1.029, 0.879, -0.389], [0.264, 1.307, 0.275], [1.356, 0.714, -0.618], [2.194, -0.617, 0.101], [3.201, -1.230, -0.709], [1.225, -1.403, 0.784], [3.147, 0.403, 1.566], [0.500, 0.048, -1.767], [1.129, -0.571, -3.207], [-0.742, 0.266, -1.575], [-2.634, -1.626, 1.139], [-1.243, -1.768, -0.064], [-0.839, -1.069, 1.680], [-2.958, -0.040, -0.321], [-2.257, 0.745, 1.193], [0.185, 0.963, 1.347], [0.112, 2.375, 0.431], [2.035, 1.551, -1.080]],
  "forces_ev_per_a": [[0.69, -2.30, -1.54], [-3.02, -2.81, -1.01], [2.37, 1.30, -1.91], [-2.35, -0.78, 1.62], [-0.03, 2.18, -2.51], [1.53, -0.98, 1.13], [-0.68, 0.63, -0.02], [-0.03, -0.36, -0.21], [0.50, 0.27, 0.40], [-0.86, 2.03, 1.40], [0.22, -0.10, -0.20], [0.07, -1.10, -0.42], [1.53, 0.37, 0.38], [-0.61, 1.08, 2.33], [-1.37, -0.61, -0.91], [1.89, 1.36, 1.08], [-0.92, 1.78, 1.27], [0.79, -0.28, -1.12], [1.14, 0.24, -0.79], [-0.85, -1.92, 1.04]],
  "mulliken_charge": [-0.87, -0.54, 0.35, -0.78, 0.31, 0.97, -0.53, -0.47, -0.23, 0.02, -0.13, -0.58, 0.41, 0.20, 0.19, 0.33, 0.38, 0.26, 0.28, 0.45],
  "lumo_ev": 0.319,
  "relative_energy_kj_mol": 0.0,
  "smiles": "CCN1C[C@@H](S(=O)(=O)Cl)C(Cl)=N1"
}

---

{
  "formula": "C5H8ClNO",
  "method": "ωB97M-V/def2-TZVPD",
  "symbols": ["Cl", "C", "C", "O", "C", "C", "C", "N", "H", "H", "H", "H", "H", "H", "H", "H"],
  "coordinates": [[-2.077, -1.428, -0.450], [-0.963, -0.438, 0.596], [-1.415, 1.108, 0.542], [-0.979, 1.541, -0.675], [0.239, 0.792, -1.017], [0.370, -0.383, -0.109], [1.544, -0.703, 0.469], [1.009, -1.549, -0.616], [-1.212, -0.833, 1.661], [-0.982, 1.521, 1.557], [-2.528, 0.797, 0.358], [0.073, 0.547, -2.100], [1.308, 1.347, -0.800], [1.499, -0.980, 1.636], [2.439, -0.131, 0.199], [1.675, -1.207, -1.250]],
  "forces_ev_per_a": [[0.08, 0.18, 0.10], [-1.49, 0.09, 1.30], [-1.67, -4.26, 1.42], [2.57, 0.39, -0.64], [1.27, 2.34, -0.92], [-5.20, 1.56, -1.63], [4.27, -1.07, 6.08], [0.12, -1.36, 1.64], [1.40, 0.47, -1.84], [-1.19, 0.10, -2.09], [1.35, 2.13, 1.44], [0.63, 0.12, 1.01], [-2.79, -0.38, -1.08], [0.37, -0.01, -2.84], [-0.24, -0.15, 0.36], [0.54, -0.14, -2.30]],
  "mulliken_charge": [-0.19, -0.08, -0.45, -0.34, -0.52, 0.78, -0.81, -0.72, 0.37, 0.28, 0.37, 0.25, 0.25, 0.22, 0.29, 0.30],
  "lumo_ev": 0.766,
  "relative_energy_kj_mol": 429.4,
  "smiles": "Cl[C@@H]1COC[C@@]12CN2"
}

---

{
  "formula": "C5H8ClNO",
  "method": "ωB97M-V/def2-TZVPD",
  "symbols": ["C", "C", "C", "C", "C", "N", "O", "Cl", "H", "H", "H", "H", "H", "H", "H", "H"],
  "coordinates": [[-1.146, 0.191, -0.298], [0.517, -0.910, -1.553], [1.389, -0.980, -0.334], [0.985, 0.452, 1.483], [-2.131, 0.929, 0.405], [-0.739, -0.260, -1.349], [1.675, 0.377, 0.179], [0.505, 2.063, 1.971], [0.877, -0.413, -2.461], [0.355, -1.867, -2.058], [0.815, -1.534, 0.420], [2.370, -1.547, -0.566], [1.572, -0.084, 2.246], [-2.540, 1.768, -0.189], [-1.650, 1.555, 1.148], [-2.855, 0.261, 0.956]],
  "forces_ev_per_a": [[1.67, -0.99, 0.43], [0.41, -0.01, -1.75], [1.56, -0.02, -0.24], [0.62, 0.10, -2.26], [-1.46, 1.05, 0.69], [-1.47, 0.45, 0.58], [-1.29, -1.19, 1.65], [0.71, -0.51, -0.21], [0.94, 0.55, 0.57], [-0.25, -0.48, 0.84], [0.35, 0.06, -0.03], [-1.45, 1.07, 0.45], [-0.51, 0.26, -0.10], [-0.69, -0.83, -0.31], [0.34, -0.33, 0.60], [0.52, 0.82, -0.91]],
  "mulliken_charge": [0.50, -0.57, -0.46, -0.25, -0.79, -0.41, -0.31, -0.19, 0.37, 0.37, 0.39, 0.33, 0.32, 0.26, 0.18, 0.25],
  "lumo_ev": [0.578, 0.119],
  "relative_energy_kj_mol": 552.0
}

---

{
  "formula": "C5H8ClNO",
  "method": "ωB97M-V/def2-TZVPD",
  "symbols": ["C", "C", "N", "C", "O", "C", "C", "Cl", "H", "H", "H", "H", "H", "H", "H", "H"],
  "coordinates": [[-0.328, 2.266, -0.381], [0.160, 1.197, 0.462], [0.972, 0.107, -0.023], [2.327, 0.075, 0.123], [3.082, -0.846, -0.213], [0.266, -1.225, -0.014], [-1.083, -1.588, -0.126], [-2.387, -0.293, 0.026], [-0.713, 3.157, 0.094], [-1.240, 2.120, -1.240], [0.635, 2.729, -0.823], [0.880, 1.650, 1.279], [-0.770, 0.947, 1.091], [2.802, 0.845, 0.717], [0.918, -1.997, -0.257], [-1.439, -2.810, 0.170]],
  "forces_ev_per_a": [[0.00, 2.71, -5.19], [0.15, 0.69, 5.53], [-3.55, -3.15, -0.27], [2.11, -2.32, 0.02], [-1.78, 1.16, 0.08], [-2.41, 1.78, -1.69], [1.12, -0.58, 2.38], [0.57, -2.11, -0.48], [-0.20, -0.22, 1.13], [2.97, -0.34, 2.20], [-1.65, -0.63, -0.43], [-1.44, -0.19, -1.42], [2.07, -0.81, -0.73], [-0.43, 1.13, -0.03], [1.36, -1.35, 0.23], [1.11, 4.22, -1.34]],
  "mulliken_charge": [-1.07, -0.45, 0.22, 0.11, -0.55, -0.28, -0.30, -0.20, 0.38, 0.19, 0.28, 0.23, 0.42, 0.32, 0.40, 0.29],
  "lumo_ev": 0.526,
  "relative_energy_kj_mol": 389.4,
  "smiles": "CCN(C=O)/C=C\\Cl"
}

---

What did the fourth record say?
{
  "formula": "C5H8Cl2IrO2S2",
  "method": "ωB97M-V/def2-TZVPD",
  "symbols": ["Ir", "Cl", "C", "Cl", "H", "H", "C", "O", "C", "S", "S", "H", "H", "H", "C", "C", "O", "H", "H", "H"],
  "coordinates": [[0.551, 1.582, 0.879], [-0.866, -1.787, 1.395], [-1.914, -0.546, 2.034], [-0.995, 0.894, 2.634], [-2.449, -0.920, 2.899], [-2.580, -0.187, 1.259], [0.906, 4.467, -3.052], [-0.125, 3.601, -2.498], [0.186, 2.791, -1.552], [-0.954, 1.758, -0.851], [1.725, 2.617, -0.827], [0.414, 5.014, -3.846], [1.716, 3.856, -3.444], [1.260, 5.136, -2.272], [2.690, -0.739, 1.539], [1.985, 0.546, 1.624], [2.091, 1.517, 2.371], [3.668, -0.662, 2.012], [2.763, -1.054, 0.501], [2.082, -1.472, 2.075]],
  "forces_ev_per_a": [[-0.28, 0.32, -0.23], [0.01, 0.02, 0.01], [-0.03, -0.01, 0.02], [0.09, -0.09, -0.08], [-0.02, 0.02, 0.00], [-0.01, 0.00, 0.01], [0.00, -0.01, 0.02], [-0.06, -0.14, 0.00], [0.82, 0.31, -0.27], [-0.54, -0.46, 0.46], [-0.08, 0.10, 0.09], [0.00, 0.01, 0.00], [0.00, 0.00, 0.00], [0.01, 0.01, -0.01], [0.05, 0.05, -0.02], [-0.03, 0.92, 0.55], [0.08, -1.04, -0.52], [0.01, -0.01, -0.01], [0.01, -0.01, 0.01], [-0.01, 0.00, 0.00]],
  "mulliken_charge": [0.60, -0.08, -0.32, -0.10, 0.35, 0.30, -0.75, -0.25, 0.58, -0.26, -0.26, 0.24, 0.38, 0.39, -0.88, 0.56, -0.39, 0.36, 0.30, 0.23],
  "lumo_ev": -3.922,
  "relative_energy_kj_mol": 8.6,
  "charge": 1
}

---

Copy entry 6 word for word.
{
  "formula": "C5H8ClNO",
  "method": "ωB97M-V/def2-TZVPD",
  "symbols": ["Cl", "C", "C", "O", "C", "C", "C", "N", "H", "H", "H", "H", "H", "H", "H", "H"],
  "coordinates": [[-2.077, -1.428, -0.450], [-0.963, -0.438, 0.596], [-1.415, 1.108, 0.542], [-0.979, 1.541, -0.675], [0.239, 0.792, -1.017], [0.370, -0.383, -0.109], [1.544, -0.703, 0.469], [1.009, -1.549, -0.616], [-1.212, -0.833, 1.661], [-0.982, 1.521, 1.557], [-2.528, 0.797, 0.358], [0.073, 0.547, -2.100], [1.308, 1.347, -0.800], [1.499, -0.980, 1.636], [2.439, -0.131, 0.199], [1.675, -1.207, -1.250]],
  "forces_ev_per_a": [[0.08, 0.18, 0.10], [-1.49, 0.09, 1.30], [-1.67, -4.26, 1.42], [2.57, 0.39, -0.64], [1.27, 2.34, -0.92], [-5.20, 1.56, -1.63], [4.27, -1.07, 6.08], [0.12, -1.36, 1.64], [1.40, 0.47, -1.84], [-1.19, 0.10, -2.09], [1.35, 2.13, 1.44], [0.63, 0.12, 1.01], [-2.79, -0.38, -1.08], [0.37, -0.01, -2.84], [-0.24, -0.15, 0.36], [0.54, -0.14, -2.30]],
  "mulliken_charge": [-0.19, -0.08, -0.45, -0.34, -0.52, 0.78, -0.81, -0.72, 0.37, 0.28, 0.37, 0.25, 0.25, 0.22, 0.29, 0.30],
  "lumo_ev": 0.766,
  "relative_energy_kj_mol": 429.4,
  "smiles": "Cl[C@@H]1COC[C@@]12CN2"
}